(1)
{
  "formula": "C4H8O3S",
  "method": "the ωB97M-V functional and the def2-TZVPD basis",
  "elements": ["S", "O", "O", "O", "C", "C", "C", "C", "H", "H", "H", "H", "H", "H", "H", "H"],
  "xyz": [[-0.994, 1.368, -0.615], [-1.306, 0.172, 0.488], [0.141, 0.657, -1.607], [-2.227, 1.501, -1.406], [1.278, -0.025, -1.316], [1.662, 0.265, 1.205], [1.956, -0.142, -0.193], [-2.286, -0.788, 0.303], [0.833, 0.974, 1.381], [-2.414, -1.041, -0.745], [2.412, 0.894, 1.634], [1.443, -0.578, 1.852], [2.962, -0.600, -0.263], [1.642, -0.532, -2.239], [-1.805, -1.651, 0.851], [-3.298, -0.475, 0.672]],
  "lowdin_charge": [1.00, -0.42, -0.29, -0.40, -0.22, -0.11, -0.15, -0.15, 0.05, 0.08, 0.06, 0.08, 0.11, 0.13, 0.11, 0.10],
  "de_lowest_kcal_mol": 62.5,
  "charge": 0,
  "mol_weight_g_mol": 136.17,
  "orbital_gap_ev": 10.19,
  "e_lumo_ev": 0.825,
  "e_homo_ev": -9.37,
  "energy_ev": -21253.008
}

(2)
{
  "formula": "C9H13NO",
  "method": "the ωB97M-V functional and the def2-TZVPD basis",
  "elements": ["O", "N", "C", "C", "C", "C", "C", "C", "C", "C", "C", "H", "H", "H", "H", "H", "H", "H", "H", "H", "H", "H", "H", "H"],
  "xyz": [[2.826, -1.161, 2.783], [3.347, -0.960, 0.558], [-0.496, 0.581, -1.070], [-1.403, 0.067, 1.052], [-1.577, 1.394, -1.312], [2.702, -1.513, 1.635], [-2.539, 0.843, 0.772], [-2.640, 1.559, -0.429], [1.876, -2.735, 1.303], [-0.398, -0.165, 0.113], [-1.546, 2.318, -2.478], [-2.045, 3.266, -2.488], [3.089, -1.272, -0.349], [-0.554, 2.570, -2.930], [4.127, -0.307, 0.695], [2.516, -3.553, 1.068], [0.571, -0.698, 0.257], [-1.425, -0.372, 2.048], [0.973, -2.549, 0.736], [1.240, -2.633, 2.229], [-3.436, 2.255, -0.736], [0.353, 0.552, -1.740], [-2.188, 1.762, -3.206], [-3.373, 0.753, 1.489]],
  "lowdin_charge": [0.05, 0.15, -0.06, -0.10, -0.32, -0.63, -0.08, -0.04, -0.02, -0.07, -0.08, 0.06, 0.09, 0.09, 0.12, 0.08, 0.07, 0.10, 0.05, 0.11, 0.12, 0.11, 0.10, 0.11],
  "de_lowest_kcal_mol": 34.8,
  "charge": 0,
  "mol_weight_g_mol": 151.21,
  "orbital_gap_ev": 9.73,
  "e_lumo_ev": 0.746,
  "e_homo_ev": -8.98,
  "smiles": "Cc1ccccc1.CC(N)=O",
  "energy_ev": -13080.561
}

(3)
{
  "formula": "C14H28BN2O9S",
  "method": "the ωB97M-V functional and the def2-TZVPD basis",
  "elements": ["S", "O", "O", "O", "O", "O", "O", "O", "O", "O", "N", "N", "C", "C", "C", "C", "C", "C", "C", "C", "C", "C", "C", "C", "C", "C", "B", "H", "H", "H", "H", "H", "H", "H", "H", "H", "H", "H", "H", "H", "H", "H", "H", "H", "H", "H", "H", "H", "H", "H", "H", "H", "H", "H", "H"],
  "xyz": [[-0.867, 0.485, 7.207], [3.787, -4.080, -2.856], [0.517, 3.839, -2.545], [0.246, -1.840, 1.942], [0.211, 1.790, -3.446], [-0.920, 3.442, -4.246], [4.628, -2.591, -1.377], [5.123, -2.554, -3.580], [-3.569, -1.918, 3.630], [-1.488, -0.432, 1.149], [-1.436, -0.257, 5.752], [-2.582, -1.258, 4.273], [1.227, 1.300, -2.574], [3.046, -4.707, -1.802], [4.525, -3.034, -2.493], [-4.576, -0.998, 3.133], [-0.211, 5.640, -5.028], [-1.261, 4.837, -4.291], [-1.049, 0.946, 1.170], [-2.564, -0.881, 5.544], [-5.501, -0.470, 4.253], [5.901, -1.376, -3.356], [-0.015, 3.102, -3.335], [-0.672, -0.225, 4.587], [1.796, -3.923, -1.466], [-1.414, -0.874, 3.681], [-0.860, -1.072, 2.192], [2.204, 1.663, -2.891], [-5.186, -1.509, 2.399], [1.044, -1.310, 2.064], [2.048, -2.944, -1.057], [-0.530, 6.676, -5.138], [-5.152, 0.526, 4.529], [1.194, -4.457, -0.730], [-1.424, 5.219, -3.283], [1.220, 0.215, -2.640], [-3.343, -1.043, 6.264], [6.610, -1.522, -2.545], [-5.382, -1.090, 5.140], [0.289, 0.226, 4.444], [6.446, -1.176, -4.274], [-0.034, 5.217, -6.018], [0.011, 1.010, 1.450], [-6.535, -0.403, 3.936], [-1.611, 1.535, 1.899], [5.247, -0.531, -3.139], [-1.125, 1.780, 6.920], [-1.165, 1.360, 0.174], [3.678, -4.847, -0.925], [-4.061, -0.148, 2.689], [1.196, -3.755, -2.361], [1.035, 1.591, -1.542], [-2.211, 4.894, -4.819], [0.738, 5.627, -4.494], [2.778, -5.696, -2.170]],
  "lowdin_charge": [0.92, 0.04, 0.12, 0.21, 0.01, 0.04, 0.11, 0.01, 0.00, 0.04, -0.40, -0.02, -0.04, -0.21, -0.61, -0.15, -0.06, -0.21, -0.03, -0.04, -0.05, -0.04, -0.61, -0.01, -0.07, -0.01, -0.57, 0.10, 0.13, 0.13, 0.07, 0.08, 0.08, 0.08, 0.12, 0.09, 0.17, 0.10, 0.07, 0.15, 0.10, 0.08, 0.10, 0.09, 0.09, 0.09, -0.10, 0.10, 0.12, 0.12, 0.08, 0.08, 0.12, 0.08, 0.12],
  "charge": 1,
  "mol_weight_g_mol": 411.26,
  "orbital_gap_ev": 9.12,
  "e_lumo_ev": -3.262,
  "e_homo_ev": -12.38,
  "energy_ev": -47884.377
}

(4)
{
  "formula": "C6H9O3P",
  "method": "the ωB97M-V functional and the def2-TZVPD basis",
  "elements": ["P", "O", "O", "O", "C", "C", "C", "C", "C", "C", "H", "H", "H", "H", "H", "H", "H", "H", "H"],
  "xyz": [[-0.294, 2.307, 0.910], [-0.692, 0.356, -1.603], [-0.149, 3.033, -0.582], [-4.504, -1.277, 0.339], [1.590, -0.794, -0.219], [-0.842, -0.126, -0.325], [2.912, -1.121, 0.440], [0.375, -0.677, 0.369], [-2.082, -0.645, 0.047], [-3.290, -0.768, 0.179], [3.724, -1.106, -0.363], [1.667, -0.321, -1.276], [3.125, -0.349, 1.402], [0.292, -0.850, 1.370], [-0.268, 1.240, -1.504], [2.841, -2.187, 0.895], [-4.608, -2.166, 0.117], [1.093, 2.055, 0.799], [-0.890, 3.394, -0.995]],
  "lowdin_charge": [0.85, -0.01, -0.47, 0.08, -0.20, -0.43, -0.14, -0.14, 0.01, -0.09, 0.07, 0.13, 0.13, 0.08, 0.07, 0.08, 0.09, -0.11, 0.01],
  "de_lowest_kcal_mol": 155.0,
  "charge": 0,
  "mol_weight_g_mol": 160.11,
  "orbital_gap_ev": [6.80, 7.03],
  "e_lumo_ev": [-0.318, -0.374],
  "e_homo_ev": [-7.12, -7.40],
  "energy_ev": -21793.102
}

(5)
{
  "formula": "C4H9N",
  "method": "the ωB97M-V functional and the def2-TZVPD basis",
  "elements": ["N", "C", "C", "C", "C", "H", "H", "H", "H", "H", "H", "H", "H", "H"],
  "xyz": [[-2.191, 0.384, 0.498], [2.101, 0.286, 0.440], [1.448, -0.426, -0.503], [-0.920, 0.559, -0.217], [-0.114, -0.778, -0.436], [-2.617, -0.527, 0.356], [3.171, 0.050, 0.576], [-0.330, 1.125, 0.488], [-0.219, -1.212, 0.553], [1.647, 0.953, 1.211], [2.077, -0.942, -1.301], [-1.166, 1.062, -1.262], [-1.969, 0.446, 1.485], [-0.347, -1.486, -1.298]],
  "lowdin_charge": [-0.04, -0.04, -0.18, -0.30, -0.18, 0.06, 0.05, 0.07, 0.09, 0.06, 0.10, 0.14, 0.06, 0.12],
  "de_lowest_kcal_mol": 38.1,
  "charge": 0,
  "mol_weight_g_mol": 71.12,
  "orbital_gap_ev": 10.12,
  "e_lumo_ev": 1.088,
  "e_homo_ev": -9.03,
  "smiles": "C=CCCN",
  "energy_ev": -5782.160
}

(6)
{
  "formula": "C3H6N2",
  "method": "the ωB97M-V functional and the def2-TZVPD basis",
  "elements": ["N", "N", "C", "C", "C", "H", "H", "H", "H", "H", "H"],
  "xyz": [[0.975, -1.437, 1.122], [-0.426, -1.147, -2.070], [-0.271, -0.220, -1.393], [-0.058, 0.912, -0.529], [-0.987, 1.849, -0.350], [0.890, 0.906, 0.000], [-0.808, 2.681, 0.325], [0.641, -2.045, 0.378], [0.231, -1.399, 1.815], [1.760, -1.911, 1.560], [-1.946, 1.811, -0.858]],
  "lowdin_charge": [0.02, 0.14, -0.26, -0.20, 0.03, 0.09, 0.06, 0.01, 0.02, 0.02, 0.07],
  "de_lowest_kcal_mol": 24.3,
  "charge": 0,
  "mol_weight_g_mol": 70.09,
  "orbital_gap_ev": 10.92,
  "e_lumo_ev": 0.663,
  "e_homo_ev": -10.26,
  "smiles": "C=CC#N.N",
  "energy_ev": -6187.492
}